(1)
# C4H8O2

C4H8O2 as an isolated structure (the ωB97M-V functional and the def2-TZVPD basis, OMol25).

Geometry as XYZ:
```
14
Properties=species:S:1:pos:R:3:forces:R:3:nbo_charge:R:1
C -1.568 0.089 -0.462 0.11 0.08 0.10 -0.400
C -0.617 0.791 0.259 -0.29 0.08 -0.29 0.004
O -0.244 0.342 1.535 -0.08 -0.01 0.05 -0.527
C 1.014 -0.259 1.260 0.22 -0.16 0.03 -0.123
C 1.223 0.123 -0.208 0.13 -0.05 -0.11 0.245
O 1.314 -0.758 -1.110 -0.41 0.15 0.13 -0.597
H -2.070 -0.753 0.010 0.13 0.12 -0.09 0.238
H -2.117 0.591 -1.255 0.16 -0.08 0.11 0.231
H -0.847 -0.856 -1.459 0.00 -0.01 0.01 -0.021
H -0.511 1.865 0.097 0.02 -0.22 0.01 0.201
H 0.963 -1.351 1.357 -0.01 0.14 -0.01 0.185
H 1.789 0.133 1.931 -0.07 -0.05 -0.09 0.183
H 1.682 1.104 -0.404 -0.13 -0.14 -0.01 0.156
H -0.010 -1.060 -1.551 0.21 0.14 0.16 0.223
```
Forces are in eV/Å.

Values from the calculation:
frontier orbital gap	9.803	eV
lowest unoccupied orbital energy	0.0162	hartree
ΔE to the lowest compared entry with this formula, charge and spin	508.0	kJ/mol
max |F|	0.45	eV/Å

(2)
# C4H8O2

C4H8O2 as an isolated structure (the ωB97M-V functional and the def2-TZVPD basis, OMol25).

Geometry as XYZ:
```
14
Properties=species:S:1:pos:R:3:forces:R:3:nbo_charge:R:1
C -0.210 -0.824 -0.640 0.07 -0.22 -0.02 -0.709
C 1.177 -0.481 -0.100 0.07 -0.01 0.02 -0.445
C 1.000 0.675 0.913 0.21 0.05 -0.04 -0.087
O -0.302 0.473 1.467 -0.11 0.05 0.03 -0.496
C -1.221 0.467 0.487 -0.13 -0.23 0.19 0.555
O -1.338 1.461 -0.367 -0.04 0.11 0.02 -0.787
H -0.238 -0.899 -1.739 -0.05 0.08 0.12 0.249
H -0.636 -1.749 -0.248 0.06 0.14 -0.04 0.235
H -0.900 0.372 -0.869 0.05 -0.03 -0.18 0.485
H 1.860 -0.174 -0.898 -0.10 -0.03 0.11 0.220
H 1.627 -1.341 0.404 -0.08 0.12 -0.06 0.214
H 1.702 0.637 1.747 -0.09 0.01 -0.13 0.201
H 1.045 1.655 0.430 0.01 -0.14 0.05 0.200
H -2.114 -0.076 0.825 0.12 0.10 -0.07 0.164
```
Forces are in eV/Å.

Values from the calculation:
frontier orbital gap	9.980	eV
lowest unoccupied orbital energy	0.0346	hartree
ΔE to the lowest compared entry with this formula, charge and spin	414.9	kJ/mol
max |F|	0.32	eV/Å

(3)
# C4H8O2

C4H8O2 in the gas phase (the ωB97M-V functional and the def2-TZVPD basis, OMol25).

Geometry as XYZ:
```
14
Properties=species:S:1:pos:R:3:forces:R:3:nbo_charge:R:1
C -0.001 0.157 -1.610 0.01 -0.02 -0.05 -0.645
C -0.693 0.464 -0.298 0.05 0.26 -0.24 0.073
O -1.379 -0.694 0.225 -0.14 -0.07 -0.04 -0.527
C -0.332 -0.929 1.174 0.22 -0.20 0.29 -0.091
C 0.216 0.486 0.954 -0.28 0.07 0.15 0.061
O 1.591 0.698 0.842 0.13 -0.19 -0.16 -0.694
H 0.623 -0.742 -1.528 -0.06 0.13 0.01 0.200
H -0.748 -0.037 -2.385 0.10 0.04 0.10 0.228
H 0.629 0.993 -1.930 -0.09 -0.09 0.05 0.221
H -1.381 1.311 -0.408 0.09 -0.12 0.03 0.180
H 0.371 -1.703 0.824 -0.11 0.08 0.07 0.157
H -0.710 -1.207 2.163 0.04 0.07 -0.14 0.187
H -0.145 1.196 1.702 0.03 -0.11 -0.11 0.186
H 1.959 0.008 0.275 0.01 0.14 0.06 0.465
```
Forces are in eV/Å.

Values from the calculation:
frontier orbital gap	10.730	eV
lowest unoccupied orbital energy	0.0326	hartree
ΔE to the lowest compared entry with this formula, charge and spin	178.3	kJ/mol
max |F|	0.41	eV/Å

(4)
# C4H8O2

C4H8O2 in the gas phase (the ωB97M-V functional and the def2-TZVPD basis, OMol25).

Geometry as XYZ:
```
14
Properties=species:S:1:pos:R:3:forces:R:3:nbo_charge:R:1
C 0.103 -0.996 -1.526 -1.81 0.29 -1.14 -0.665
C -0.203 0.128 -0.471 1.71 -0.21 0.09 0.103
O 0.595 1.278 -0.757 -1.98 2.55 -0.01 -0.730
C 0.264 -0.345 1.039 -0.37 -0.31 -2.73 -0.535
C -0.035 0.793 2.036 -2.10 -3.53 -2.69 0.436
O -0.546 0.488 3.059 -0.10 1.05 2.37 -0.492
H -0.296 -0.694 -2.537 0.89 0.55 0.75 0.219
H 1.149 -1.415 -1.723 -1.56 0.62 1.05 0.238
H -0.732 -1.714 -1.382 1.13 -0.64 0.53 0.218
H -1.243 0.583 -0.661 0.81 -1.95 1.00 0.173
H -0.132 1.997 -0.683 2.66 -1.22 -0.47 0.462
H 1.369 -0.413 1.055 -0.35 -0.23 -0.74 0.231
H -0.169 -1.411 1.070 0.46 1.77 1.30 0.232
H -0.126 1.720 1.480 0.61 1.26 0.69 0.111
```
Forces are in eV/Å.

Values from the calculation:
frontier orbital gap	10.088	eV
lowest unoccupied orbital energy	0.0239	hartree
ΔE to the lowest compared entry with this formula, charge and spin	291.1	kJ/mol
max |F|	4.91	eV/Å

Question: Look up the max |F| of the second one.
Answer: 0.32 eV/Å

Question: What is the ΔE to the lowest compared entry with this formula, charge and spin in the third record?
Answer: 178.3 kJ/mol

Question: Among the records above, which one has the highest ΔE to the lowest compared entry with this formula, charge and spin?
Answer: number 1

Question: Which value of max |F| does entry 4 give?
Answer: 4.91 eV/Å